Formula: H21O11
Source: the OMol25 dataset
Level of theory: ωB97M-V with the def2-TZVPD basis set

Element x y z (Å)
O1 0.591 -3.043 -0.600
H1 1.123 -0.520 0.524
O2 -1.835 -0.062 3.688
O3 0.867 -0.133 1.376
O4 -1.540 -3.628 1.415
H2 1.062 2.213 1.117
H3 -1.625 3.307 -1.110
H4 0.844 -1.001 1.799
H5 -3.486 -1.251 -1.012
H6 -0.866 2.409 -2.018
H7 2.067 2.947 -1.087
H8 -0.036 -2.262 -0.829
O5 2.008 2.872 -2.040
H9 1.422 -2.794 -0.210
H10 -2.138 -3.277 0.756
O6 -0.539 -0.826 -1.216
H11 -4.095 -0.589 -2.256
H12 -2.515 0.170 3.055
H13 -1.012 0.069 3.206
H14 -0.287 1.387 -0.093
O7 0.501 1.388 -0.653
H15 3.574 -1.314 0.279
O8 -1.672 2.952 -2.001
H16 -0.668 -3.731 1.016
H17 2.617 2.345 1.662
O9 -4.123 -1.378 -1.720
H18 2.614 -0.126 0.578
H19 0.301 0.435 -1.027
H20 2.236 2.005 -2.338
O10 1.782 2.745 1.469
O11 3.530 -0.369 0.413
H21 -0.702 -0.937 -2.144

Charge   -1
Relative energy (zero: lowest compared OMol25 entry of this formula, charge and spin)   2.242 eV
Highest occupied orbital energy   -6.09 eV
Frontier orbital gap   8.811 eV

Formula: H22Li2O19P2Zr
Source: the OMol25 dataset
Level of theory: ωB97M-V with the def2-TZVPD basis set

Element x y z (Å)
O1 4.728 -3.562 -1.606
O2 0.311 2.264 -2.535
H1 -2.356 3.294 -2.008
H2 1.164 -1.357 1.815
O3 2.052 -1.653 2.015
H3 2.431 -1.868 1.163
O4 0.237 0.254 0.920
H4 0.267 1.566 -3.188
P1 3.916 -2.846 -0.529
H5 -0.991 2.988 2.243
H6 1.549 2.280 2.453
Li1 0.784 -3.604 -0.287
O5 5.007 -1.791 -0.483
O6 -1.252 0.478 -0.529
O7 -1.883 -2.972 1.858
H7 -2.576 -2.257 -2.274
O8 -0.328 -0.052 3.522
H8 -2.099 2.797 1.230
H9 2.428 2.786 1.330
H10 -1.231 -3.170 2.530
H11 -2.761 0.282 -1.631
H12 -1.868 -2.737 -1.025
O9 -0.514 -2.106 -0.190
O10 2.390 -2.571 -0.608
H13 -2.491 -0.109 0.627
H14 -0.214 0.022 2.575
O11 -2.544 -2.986 -1.654
H15 -2.710 3.128 -0.546
O12 -3.537 0.047 -2.139
H16 -3.973 0.882 -2.310
H17 -1.387 -2.540 1.163
P2 -0.253 -0.596 -0.249
O13 1.537 2.490 1.520
O14 2.375 2.359 -0.897
O15 -3.378 0.009 0.967
H18 -3.923 -0.549 0.412
O16 -1.158 2.674 1.355
O17 0.806 0.113 -1.102
H19 0.276 3.073 -3.046
H20 0.331 0.538 3.890
H21 2.753 2.928 -1.568
Zr1 0.228 1.912 -0.267
H22 3.106 1.814 -0.606
O18 -1.996 3.003 -1.171
O19 4.657 -3.557 0.576
Li2 2.094 -1.097 -1.715

Charge   +1
Highest occupied orbital energy (spin up / spin down)   -9.27 / -12.77 eV
2S+1   2
⟨S²⟩   0.751
Frontier orbital gap (spin up / spin down)   3.093 / 6.597 eV

Formula: H22Li3O19S2
Source: the OMol25 dataset
Level of theory: ωB97M-V with the def2-TZVPD basis set

Element x y z (Å)
H1 0.882 -0.702 -4.256
S1 -0.039 -0.218 -0.042
H2 -2.699 -0.446 -1.570
O1 1.785 -2.744 -1.736
O2 5.370 0.239 0.169
H3 -3.094 -1.936 1.485
O3 0.275 -1.487 0.578
H4 2.775 3.751 1.028
O4 -1.227 1.369 3.946
Li1 2.197 0.841 1.691
H5 1.088 -2.296 -2.214
O5 -0.564 -3.958 -0.114
H6 -2.826 -0.747 0.587
O6 -1.511 1.762 -2.382
O7 0.053 -0.715 -3.777
H7 -2.658 1.105 0.001
H8 -1.452 0.888 -1.996
H9 -0.771 2.240 -2.006
H10 -0.535 -1.647 3.654
H11 2.047 3.260 2.262
H12 2.574 -2.240 -1.934
H13 0.237 -0.241 -2.966
H14 -2.706 -1.481 -2.676
O8 -3.171 1.836 0.346
O9 2.443 2.956 1.445
O10 -1.041 2.953 1.502
H15 -0.376 2.307 1.263
O11 0.632 -0.102 -1.342
Li2 2.203 -2.134 0.298
O12 4.192 -1.233 -1.408
O13 0.462 0.834 0.819
H16 -0.332 -1.645 2.154
H17 -0.864 -3.881 -1.020
O14 3.522 1.136 -1.156
H18 -0.569 3.786 1.525
O15 3.145 -0.422 0.589
Li3 1.772 1.408 -1.767
H19 -0.382 -3.058 0.156
S2 4.084 -0.072 -0.498
H20 -1.140 1.866 3.133
H21 -2.053 0.894 3.850
O16 -0.847 -2.057 2.847
H22 -2.580 2.275 0.958
O17 -3.536 -1.279 0.947
O18 -3.281 -0.896 -2.182
O19 -1.485 -0.068 -0.193

Charge   -1
Relative energy (zero: lowest compared OMol25 entry of this formula, charge and spin)   0.000 eV
Highest occupied orbital energy   -6.67 eV
Frontier orbital gap   7.717 eV

Formula: H22NO14
Source: the OMol25 dataset
Level of theory: ωB97M-V with the def2-TZVPD basis set

Element x y z (Å)
H1 1.979 2.257 -1.715
O1 1.698 1.346 -2.156
O2 -1.711 2.856 1.067
H2 0.222 -1.367 2.982
H3 2.756 0.384 3.139
O3 1.673 -1.651 -2.689
H4 0.942 -1.604 -2.049
O4 0.660 3.287 2.398
H5 -1.350 2.052 0.741
H6 4.531 -0.869 -1.684
H7 3.308 -1.670 -1.181
O5 1.304 -0.093 0.022
O6 -3.758 0.601 -0.023
O7 -2.851 -1.769 1.122
O8 2.246 1.098 2.651
H8 -0.193 3.138 2.094
H9 -3.221 -0.941 0.665
O9 -1.146 -3.752 -0.430
H10 2.126 0.741 1.786
H11 -3.090 1.136 0.333
O10 -0.866 0.879 -3.657
H12 -2.030 3.262 0.229
H13 -0.906 -0.949 3.762
H14 -0.383 0.472 -3.069
H15 -1.174 -4.205 -1.316
H16 -0.850 -2.813 -0.478
H17 1.359 -1.255 -3.602
H18 -4.707 0.885 0.466
O11 -0.228 -1.740 3.659
H19 0.819 2.386 2.334
O12 -0.476 -0.968 -0.678
O13 -0.526 0.479 0.903
O14 4.264 -1.489 -0.943
H20 1.579 0.845 -1.453
H21 -1.976 -1.589 0.918
N1 0.160 -0.309 0.209
H22 -0.194 0.938 -4.353

Charge   -1
Relative energy (zero: lowest compared OMol25 entry of this formula, charge and spin)   4.156 eV
Highest occupied orbital energy   -7.17 eV
Frontier orbital gap   9.722 eV

Formula: H22NeO11
Source: the OMol25 dataset
Level of theory: ωB97M-V with the def2-TZVPD basis set

Element x y z (Å)
H1 4.503 4.879 17.932
H2 7.422 4.203 19.503
O1 9.227 5.048 19.258
H3 9.761 6.122 22.612
O2 10.020 9.424 18.625
H4 4.981 7.769 20.218
O3 6.816 3.681 20.028
O4 6.967 6.251 22.428
H5 5.958 3.844 19.637
H6 9.688 9.022 19.428
H7 9.172 5.785 18.649
H8 6.823 7.142 22.110
H9 6.538 5.371 16.510
H10 5.059 6.279 18.078
H11 6.653 9.300 21.122
O5 4.525 7.316 19.509
H12 10.651 9.629 22.189
H13 9.346 10.060 21.554
H14 9.882 8.760 17.950
H15 9.631 5.417 20.044
Ne1 7.483 7.662 19.513
H16 9.921 7.413 21.839
O6 4.985 5.555 17.456
O7 9.994 6.463 21.748
H17 6.175 8.945 22.514
H18 8.709 6.784 16.822
O8 9.509 7.165 17.184
O9 6.250 8.593 21.627
O10 9.904 9.295 21.692
H19 7.727 5.940 21.935
H20 7.306 4.764 15.356
H21 4.217 8.018 18.935
H22 10.164 7.046 16.496
O11 7.363 5.442 16.029

Charge   0
Relative energy (zero: lowest compared OMol25 entry of this formula, charge and spin)   0.732 eV
Highest occupied orbital energy   -10.24 eV
Frontier orbital gap   9.845 eV

Formula: H22O11
Source: the OMol25 dataset
Level of theory: ωB97M-V with the def2-TZVPD basis set

Element x y z (Å)
O1 -2.693 1.711 1.094
H1 -1.605 -0.161 4.034
H2 0.330 -2.616 -1.332
O2 2.219 -1.613 0.286
H3 -0.385 1.952 2.915
H4 1.108 -0.705 -2.921
H5 3.384 0.225 -1.426
O3 1.164 0.713 0.505
H6 -0.809 -2.378 0.953
O4 -0.781 2.580 -0.695
H7 -0.693 3.397 -1.129
H8 -1.074 1.925 -1.298
H9 -0.532 2.985 1.681
O5 -1.391 0.053 3.157
O6 0.496 -1.193 -3.459
H10 -1.158 -0.775 -1.337
H11 0.520 0.674 -0.196
H12 -2.289 1.052 1.637
H13 0.740 -1.070 -4.356
H14 0.485 -1.959 1.544
H15 -1.223 -0.825 2.743
H16 1.945 0.600 -1.181
H17 2.000 -0.701 0.593
H18 -0.603 -3.702 -1.430
H19 2.806 -2.047 0.927
O7 2.573 0.500 -1.916
O8 -0.407 -2.991 -0.876
H20 -2.045 2.117 0.528
H21 0.661 1.251 1.162
O9 -1.213 0.132 -1.652
O10 0.096 2.707 2.409
O11 -0.458 -1.794 1.651
H22 -1.168 -0.044 -2.615

Charge   0
Relative energy (zero: lowest compared OMol25 entry of this formula, charge and spin)   0.780 eV
Highest occupied orbital energy   -10.36 eV
Structure (SMILES)   O.O.O.O.O.O.O.O.O.O.O
Frontier orbital gap   10.576 eV

Question: charge of number 5 (H22NeO11)?
Answer: 0